1.
Density functional theory data (ωB97M-V/def2-TZVPD) for a structure of composition C35H45CrO4Si4 in a non-equilibrium geometry.

```
89
Properties=species:S:1:pos:R:3:lowdin_spin:R:1
H -3.0001 0.0012 -7.8333 0.0040
H 6.2153 4.6570 0.2072 0.0097
H 4.8678 0.0453 3.7134 -0.0001
H -3.3038 -0.6196 1.6487 0.0011
H 3.2418 0.3093 4.3853 -0.0001
H -3.1300 0.5990 -3.5841 0.0031
C -0.9201 -2.6010 -2.3161 0.0070
C -2.7420 -0.3285 -6.8283 0.0775
H -6.0101 -0.1218 -1.6302 0.0005
C -0.0310 -3.7235 -0.3110 -0.0082
H 0.0460 -3.7569 0.7774 -0.0021
Si 3.0939 -0.3785 1.9585 0.0591
O -8.1598 -3.5818 -0.0929 0.0387
H -5.1877 -0.3916 3.2687 -0.0010
H 4.6931 5.0998 1.0081 -0.0003
H 6.4271 0.5226 0.3495 -0.0002
C -0.1857 -3.5265 -3.0948 0.0691
C 0.5676 -4.7027 -1.1105 0.0822
O -4.3159 -3.9103 -0.8920 -0.0067
C 5.1620 4.3659 0.3411 0.0437
H 3.8154 -1.3416 4.0618 0.0021
H 0.9152 -5.3718 -3.1363 -0.0021
C -1.8405 -1.5875 -2.8167 0.2813
H 1.4797 -2.1538 2.3727 0.0059
H 3.8690 -1.3253 -0.2330 0.0001
H 5.2414 -1.1657 0.8887 -0.0002
C 1.3663 -1.1162 2.0282 0.0325
H 0.9410 0.7921 -2.9153 0.0000
C 4.1750 -1.4152 0.8191 -0.0021
H -1.6708 -2.0884 -7.4888 -0.0018
H 7.2141 2.0308 -0.1658 0.0122
C -2.8008 0.0036 -4.4360 0.0656
H -7.9190 0.1378 -0.0476 -0.0008
H 2.5583 2.1969 4.6597 -0.0001
H -0.1443 -3.4355 -4.1714 0.0045
Si 2.8985 1.7185 0.9520 0.3024
C -1.9984 -1.4960 -6.6330 -0.0076
C -5.8406 -0.1237 -0.5516 0.0258
H -0.0629 1.5593 3.0854 -0.0003
C 0.7529 0.9212 -0.7791 0.0057
H 5.9275 1.6401 3.2179 -0.0001
C -6.6780 -0.0684 1.7233 0.0455
H -1.2196 -2.9032 -5.2414 0.0039
H 1.0475 5.4787 2.2875 0.0008
H 6.8754 3.0262 2.6627 0.0050
H 1.8722 3.8297 4.7790 0.0038
H 4.0444 -2.4643 1.1232 -0.0003
C -4.8524 -3.0650 -0.2943 -0.0108
C 5.8537 2.6293 2.7551 0.0151
H 1.5341 4.9122 0.6739 0.0001
C -2.7092 -1.0280 -1.8709 0.0396
C 2.5309 3.1822 4.1805 0.0149
O -5.7096 -4.0573 2.8047 0.0375
C -7.3372 -2.8084 0.1932 0.0216
Cr -5.8156 -1.8076 0.7341 0.8460
C -3.4272 -0.5053 -1.0247 0.1461
C 0.0200 2.5124 2.5480 0.0507
C -5.3790 -0.2900 2.1987 0.0033
H -0.5548 3.2695 3.1008 0.0095
H 0.7009 -0.5945 2.7274 -0.0003
H 0.8757 -1.1420 1.0463 0.0003
C -1.6940 -1.9372 -5.3457 0.0650
C -4.3156 -0.4080 1.2972 0.0278
C 0.3284 0.6215 -2.0314 0.0046
H 5.8290 1.3942 -1.0781 -0.0004
C 3.8294 -0.3048 3.6922 0.0087
C -6.9088 0.0037 0.3434 0.0057
H -7.5111 0.0237 2.4234 0.0032
Si 1.7851 3.1515 2.4472 0.1019
H -3.7449 1.3238 -5.8405 -0.0020
H -0.4414 2.3919 1.5587 0.0001
H 1.1137 -5.5209 -0.6473 0.0045
C -3.1480 0.4192 -5.7173 -0.0084
H 3.5381 3.6112 4.2173 -0.0002
C 1.8041 4.8981 1.7389 0.0006
H 4.6697 4.4369 -0.6386 -0.0002
C -0.7607 -2.7002 -0.9066 0.0689
C 6.2433 1.5205 -0.0682 0.0595
H -1.2589 -1.9742 -0.2623 0.0034
H 0.0928 0.7579 0.0910 0.0021
C -2.0704 -1.1957 -4.2017 0.0122
C -5.7081 -3.1216 2.1110 0.0218
H 2.7713 5.4037 1.8525 -0.0002
O 1.9802 1.4455 -0.5605 0.0742
H 5.3114 3.2828 3.4455 -0.0001
H -0.6993 0.3008 -2.1190 0.0025
Si 5.1285 2.5993 1.0096 0.1882
C -4.5139 -0.2643 -0.0912 0.0332
C 0.4726 -4.6026 -2.5018 -0.0093
```

Computed properties:
**Calculated total energy**: -105130.783 eV
**Multiplicity**: 4
**Net charge**: +2
**M**: 694.08 g/mol
**Frontier orbital gap (spin up / spin down)**: 6.5 / 4.1 eV

***

2.
Density functional theory data (ωB97M-V/def2-TZVPD) for a structure of composition C24H29N5O9P2SeTa in a non-equilibrium geometry.

```
71
Properties=species:S:1:pos:R:3:mulliken_charge:R:1
O -1.7942 -3.8810 0.3948 -0.5629
H 3.8051 0.7363 0.8123 0.6110
H 2.4972 -0.6721 -2.8100 0.0730
H -1.0939 0.5124 -2.7250 0.5003
P -1.8170 -2.4787 1.1279 0.8722
Ta 0.4342 -0.0646 0.2569 2.6009
H 4.5866 -0.1885 3.1357 0.5024
H 2.5821 4.4211 2.4706 0.5032
H -0.4934 -3.7129 -5.3728 0.5090
C 2.6994 0.3211 -2.4103 -1.2624
O -3.9297 1.1338 0.5591 -0.6083
H 1.8297 3.4628 4.6233 0.4849
C -0.1443 -1.4565 -2.7559 1.0981
H -4.7601 -2.1660 1.4015 0.3956
C -3.0646 -1.4251 0.2765 0.4736
N 0.5140 -1.4717 -1.6021 -0.9240
H -4.5055 -2.9444 -0.1695 0.4415
H 1.7744 2.3761 -4.1264 0.5923
C -1.5410 -0.5760 -4.4896 -1.0362
C 2.0787 3.4681 2.5124 -1.1991
H -0.1904 0.5477 4.9671 0.2697
H 2.7212 -1.3865 -0.2331 1.1104
H -0.2946 3.8919 0.1407 0.1966
C -0.1591 2.4992 -1.4675 0.3010
H 3.2011 0.2136 -1.4458 0.0506
N 0.7398 -3.6171 -3.0129 -0.7925
P -2.8592 0.1539 1.1466 0.3869
C 1.2270 2.2019 -3.2133 -0.8883
N 1.0495 1.7268 3.7751 0.3416
C 0.7405 1.1003 5.0578 -0.8708
H 0.6292 1.8793 5.8069 0.3868
O 0.3418 -0.1090 2.5987 -0.6357
H -2.8266 -0.9013 2.9794 0.4481
O -2.1849 -2.5318 2.5596 -0.9266
H 3.2429 -2.4853 3.6549 0.5027
H -2.1728 -4.5881 0.9272 0.3991
C 0.1639 2.9899 -2.6898 -1.0016
H 3.4235 0.7921 -3.0728 0.5565
C 3.1168 -1.8743 2.7731 -0.8293
C 2.3700 -1.0324 0.7445 -0.2711
H -2.1455 0.2263 -4.8934 0.5161
H -3.3821 -1.1240 -1.6459 0.3009
N 0.6076 1.3165 -1.2259 1.9273
Se 1.3250 -3.0884 -1.4515 0.3945
O -1.4559 0.6422 0.9074 -0.1729
H -5.1940 -1.3095 -0.0819 0.5384
H -3.7614 2.0800 0.6379 0.4093
H 1.5339 0.4143 5.3519 0.2836
O -0.5029 -1.7974 0.7436 -0.2238
C 1.8928 2.7306 1.2633 0.3815
C 0.0001 -2.6652 -3.5416 0.2831
C 3.8327 -0.6296 2.4994 -0.8945
C -0.9601 3.2781 -0.4705 -1.5632
H -1.8786 -1.8331 -6.2326 0.4294
H -1.5546 2.6798 0.2015 -0.0978
C 2.2784 -2.1328 1.7564 -0.9398
H -0.2525 3.8860 -3.1210 0.5974
N 1.1457 1.5416 1.4212 0.2995
O 2.3548 3.0694 0.2003 -0.5378
C 1.6797 2.9555 3.6805 -0.3778
O -3.2068 -0.0383 2.6531 -0.5999
H -1.6161 3.9617 -1.0087 0.5857
C -0.9552 -0.4038 -3.2800 0.0699
C 3.4265 -0.1453 1.3127 -0.8401
C -1.3859 -1.7705 -5.2722 -0.8481
C 1.5047 1.2213 -2.3254 0.4412
C -0.6359 -2.7968 -4.8174 -0.6908
C 0.8496 1.0386 2.6343 0.2386
H 1.6092 -2.9766 1.6897 0.3690
O -2.6190 -1.2010 -1.0562 -0.2771
C -4.4712 -1.9946 0.3653 -1.8008
```

Computed properties:
**Calculated total energy**: -136714.307 eV
**Relative energy (zero: lowest compared OMol25 entry of this formula, charge and spin)**: 0.411 eV
**Net charge**: +1
**M**: 853.38 g/mol
**Frontier orbital gap**: 6.3 eV

***

3.
Density functional theory data (ωB97M-V/def2-TZVPD) for a structure of composition C9H14IrNSe5Te2 in a non-equilibrium geometry.

```
32
Properties=species:S:1:pos:R:3:mulliken_charge:R:1
Se -3.0650 -1.8381 -2.0180 -0.3889
H 2.7019 -0.1477 -1.7729 0.3361
C 2.5487 -0.9769 -1.0867 -0.9174
Se -0.2970 -3.2488 -0.3091 0.0190
C -0.1361 4.1160 -1.8947 -0.4572
C -0.2646 2.9341 -1.1636 0.4386
H -1.3839 -4.6111 1.5162 0.3521
C 0.7324 4.0911 0.6647 -0.5656
Ir -1.1146 -0.6317 -0.6367 0.5597
H -2.5897 -3.8071 0.4964 0.2330
C 0.4450 5.2104 -1.2828 -0.3562
Se -2.1899 0.0061 1.6355 -0.3768
Te -4.5289 0.4384 1.0055 0.0139
H 0.7456 -1.6475 2.3295 0.3422
H 1.0964 4.1333 1.6812 0.3612
C 1.2829 -3.1737 0.8743 -0.8845
N 0.8912 5.1994 -0.0382 -0.5694
C 0.1547 2.9369 0.1623 -0.0119
H 3.5029 -1.3398 -0.7095 0.3525
H 2.4838 -1.8702 2.0778 0.4600
H -0.4806 4.1634 -2.9172 0.3785
Se -0.9956 1.4027 -2.0351 -0.1342
C -1.6473 -3.6769 1.0277 -0.7176
H 2.1358 -3.4234 0.2372 0.4094
Se 1.5082 -0.2745 0.4032 0.0117
H 0.5665 6.1466 -1.8125 0.3421
H 1.1574 -3.9728 1.6092 0.4944
C 1.5128 -1.8543 1.5802 -0.6066
H -1.7338 -2.8639 1.7484 0.2804
H 0.0219 2.0709 0.8004 0.3337
Te -5.0572 -1.7179 -0.5836 -0.0245
H 1.9962 -1.7738 -1.5882 0.2922
```

Computed properties:
**Calculated total energy**: -355207.080 eV
**Relative energy (zero: lowest compared OMol25 entry of this formula, charge and spin)**: 2.565 eV
**M**: 978.43 g/mol
**Frontier orbital gap (spin up / spin down)**: 5.2 / 5.0 eV

***

4.
Density functional theory data (ωB97M-V/def2-TZVPD) for a structure of composition C23H36Br3F3IN2O2 in a non-equilibrium geometry.

```
70
Properties=species:S:1:pos:R:3:mulliken_charge:R:1
H 0.2401 -1.8536 -3.6331 0.6270
H 3.3327 -0.0405 1.3555 0.4256
H -0.3568 -2.1279 3.2994 0.4762
C -0.2296 -3.3796 -1.4078 0.1614
I 0.8341 0.6998 -4.9900 0.3133
H -1.8713 -1.8224 0.3952 -0.7609
H -4.1559 1.3189 -1.3933 0.5352
F -4.2677 1.9515 1.8808 -0.1665
H -4.6338 -2.2282 1.6279 0.5234
H -1.2071 -4.9815 -0.3806 0.3479
H 1.4606 1.5016 -0.5445 0.4550
F -4.9738 3.6285 0.6157 -0.2422
C 2.9979 0.8423 0.8062 -0.6528
H 0.4364 -1.7497 1.0722 -0.2966
H -3.1374 -3.0207 0.0895 0.3640
C 5.4804 1.4386 1.6972 -0.7660
H -0.6886 -3.6909 0.7131 0.1257
H -2.9142 3.8151 -1.5540 0.3976
C -3.9995 2.7897 0.8881 0.1076
C -2.4398 -0.7271 -1.9261 1.0502
N -1.4257 0.9827 -3.2319 -0.3549
H -4.0919 -0.5586 1.5311 0.2705
F -1.7129 2.6899 1.0820 -0.2799
C 1.6572 0.6296 0.0924 -1.0025
H -2.1064 -0.0105 3.6218 0.6273
C -2.9454 -1.9591 0.2594 1.0672
H 5.0716 0.7192 2.4137 0.2995
H 0.0662 -0.5540 3.9000 0.3189
C -3.3324 1.7028 -1.9836 -0.9315
H -1.4980 2.7342 -1.3667 0.4005
C -3.7461 -1.5958 1.5214 -1.1749
N -0.5934 0.0660 -3.6049 -0.4774
C -1.8065 -0.6354 2.7744 0.4431
O 5.4129 0.9934 0.3528 -0.3862
C -2.5749 2.8313 -1.2165 -0.7049
C -2.8031 2.7658 0.2732 0.6040
H -3.7291 2.1552 -2.8958 0.5024
C 4.0924 1.1724 -0.2184 -0.4341
H 0.4129 -2.5372 -1.1215 -0.0909
H 7.0795 3.8576 -2.9925 0.3353
C -1.4924 -1.6607 -2.3401 0.3647
C -0.4130 -4.2567 -0.1764 -1.2093
H 6.5437 1.5240 1.9397 0.2594
C -3.5185 -1.2070 -0.9824 -1.9390
C -2.8095 -1.8350 2.7375 -1.0885
C -0.3383 -1.0658 3.0241 -1.4173
H 5.0478 2.4331 1.8533 0.3572
H 3.9029 2.1740 -0.7362 0.2350
C 0.4830 0.3962 1.0503 0.7357
H 0.3433 -3.9558 -2.1415 0.4775
H -4.1468 -1.9043 -1.5493 0.3625
Br 5.7888 2.8262 -1.1260 0.1923
H 0.4928 -4.8233 0.0461 0.4460
Br 8.0877 5.0593 -1.0852 -0.0376
H 1.7605 -0.2429 -0.5729 0.0553
H -1.9406 -0.0293 1.8767 -0.6365
O -1.5059 -2.9334 -1.9362 -0.4815
H -3.3597 -1.9152 3.6731 0.4593
H 1.6144 -1.0437 2.1572 0.5713
H 2.8591 1.6414 1.5418 0.3173
H -0.4245 0.3559 0.4272 -0.6521
C 7.3696 3.5236 -2.0060 -0.4431
C 0.5837 -0.9424 1.7993 -0.1673
H -2.2312 -2.7333 2.4979 0.4344
H 4.0047 0.4137 -1.0036 0.3324
H -4.1652 -0.4100 -0.6290 0.3477
Br 8.6965 2.1454 -2.2460 -0.0343
C -2.3720 0.6080 -2.3814 0.0735
H 0.3281 1.2413 1.7268 0.5580
C -0.5223 -1.1967 -3.2405 0.4708
```

Computed properties:
**Calculated total energy**: -257878.072 eV
**Net charge**: +1
**M**: 796.16 g/mol
**Frontier orbital gap**: 5.9 eV